{
  "formula": "CH5S3",
  "method": "ωB97M-V/def2-TZVPD",
  "symbols": ["S", "H", "C", "S", "S", "H", "H", "H", "H"],
  "positions_angstrom": [[1.97218, 1.53337, -0.77855], [1.78053, 0.95003, -1.96745], [0.61427, -1.57147, 0.85946], [-1.07330, -0.91506, 1.10645], [-1.40104, 0.31319, -0.54512], [1.35915, -0.95414, 1.35792], [0.80411, -1.57349, -0.21913], [0.64081, -2.58112, 1.26547], [0.68900, 1.27629, -0.33625]],
  "mol_weight_g_mol": 113.252,
  "orbital_gap_ev": 5.926,
  "total_charge": -1,
  "largest_force_ev_per_a": 0.47,
  "homo_ev": -2.429,
  "relative_energy_kj_mol": 9.7
}



{
  "formula": "C7H7CeN2O6",
  "method": "ωB97M-V/def2-TZVPD",
  "symbols": ["O", "C", "Ce", "C", "O", "C", "O", "C", "O", "C", "O", "H", "C", "N", "C", "N", "O", "H", "H", "H", "H", "H", "H"],
  "positions_angstrom": [[-0.00810, 2.16726, -4.61713], [-0.05377, 1.69511, -3.55850], [-0.09512, 0.91892, -0.92723], [-0.12100, 0.80708, 1.70223], [-0.20822, 0.77758, 2.85466], [0.06165, -1.57963, -0.04856], [-0.06149, -2.71064, -0.27648], [2.27174, 0.22528, -0.55449], [3.34708, -0.19138, -0.34878], [-2.47556, -0.06522, -0.45357], [-3.51928, -0.46866, -0.13871], [0.07569, -0.43258, -2.14986], [3.87010, -1.82541, 2.93316], [2.58645, -2.34862, 3.32601], [1.47042, -2.02813, 2.63327], [0.32135, -2.69113, 3.05111], [1.52285, -1.28745, 1.62243], [4.12988, -2.08848, 1.89813], [4.57461, -2.28001, 3.63727], [3.90172, -0.72698, 2.99120], [2.51316, -2.96567, 4.13962], [-0.53840, -2.30009, 2.67138], [0.33316, -3.03294, 4.01104]],
  "mol_weight_g_mol": 355.257,
  "orbital_gap_ev": [6.307, 6.335],
  "multiplicity": 2,
  "total_charge": 2,
  "largest_force_ev_per_a": 8.68,
  "homo_ev": [-15.725, -15.725],
  "s2": 0.751,
  "relative_energy_kj_mol": 0.0
}



{
  "formula": "C19H19Cl2NO4",
  "method": "ωB97M-V/def2-TZVPD",
  "symbols": ["C", "C", "C", "C", "O", "C", "O", "C", "C", "C", "C", "N", "C", "O", "C", "C", "Cl", "C", "C", "C", "Cl", "C", "O", "C", "C", "C", "H", "H", "H", "H", "H", "H", "H", "H", "H", "H", "H", "H", "H", "H", "H", "H", "H", "H", "H"],
  "positions_angstrom": [[2.62651, -5.04887, -4.93529], [2.31333, -4.95830, -3.35127], [1.49293, -3.80084, -2.85387], [1.25665, -3.78867, -1.49290], [0.53680, -2.71168, -1.32982], [0.91414, -1.63147, -0.97382], [2.11936, -1.42332, -1.18232], [-0.03281, -0.46886, -0.64766], [-1.20162, -0.91354, -0.31280], [-2.21929, 0.02420, -0.01558], [-1.95903, 1.52435, 0.01161], [-2.64723, 2.50309, 0.39061], [-2.57460, 3.54881, 1.48348], [-3.34370, 4.30405, 1.52978], [-1.28256, 3.57475, 2.00877], [-0.22855, 4.74260, 1.81273], [-0.97958, 6.03619, 0.70932], [0.88364, 4.90279, 2.58045], [1.39683, 3.91790, 3.28762], [0.32710, 2.59106, 3.72791], [0.86662, 1.41956, 4.54736], [-0.81036, 2.68768, 2.92662], [-1.62615, 1.55793, 2.88293], [-2.62696, 1.57577, 3.99939], [-0.35826, 1.80919, -0.06476], [0.33973, 0.73710, -0.46609], [3.10219, -4.27926, -5.37176], [3.14204, -5.96767, -5.35365], [1.61897, -5.34869, -5.43408], [1.94336, -5.83544, -3.16661], [3.60013, -5.04271, -3.02115], [0.57426, -3.96226, -3.48319], [2.17206, -3.05233, -3.32984], [0.59830, -4.73218, -1.21867], [2.28602, -3.69340, -1.11796], [-1.45617, -1.69976, -0.62821], [-3.40096, -0.10279, 0.16991], [-3.52638, 2.30206, 0.34773], [1.29529, 5.82020, 2.26807], [2.18509, 4.00430, 3.89585], [-3.08526, 0.65481, 3.69134], [-3.31767, 2.47723, 3.44833], [-2.37699, 1.78071, 4.98601], [-0.13123, 2.92991, -0.17844], [1.59401, 1.03581, -0.77609]],
  "mol_weight_g_mol": 396.270,
  "orbital_gap_ev": 7.024,
  "largest_force_ev_per_a": 14.69,
  "homo_ev": -7.930
}



{
  "formula": "C3H4NS",
  "method": "ωB97M-V/def2-TZVPD",
  "symbols": ["C", "C", "C", "N", "S", "H", "H", "H", "H"],
  "positions_angstrom": [[0.40117, -0.31577, 0.87593], [-2.10258, -0.29704, -0.03019], [0.49103, 0.21962, -0.45825], [-0.54495, -0.69814, 1.55271], [-1.27736, 0.46677, -1.19115], [1.27020, -0.34265, 1.52932], [-3.10571, -0.63367, 0.20712], [1.20914, 0.97769, -0.55015], [0.57404, -0.68819, -1.22575]],
  "mol_weight_g_mol": 86.139,
  "orbital_gap_ev": [8.998, 8.996],
  "total_charge": 1,
  "largest_force_ev_per_a": 4.60,
  "homo_ev": [-15.344, -15.344],
  "relative_energy_kj_mol": 390.7
}



{
  "formula": "C8H13O5Zn",
  "method": "ωB97M-V/def2-TZVPD",
  "symbols": ["O", "C", "C", "O", "C", "C", "H", "H", "H", "H", "H", "H", "O", "C", "C", "O", "C", "C", "O", "Zn", "H", "H", "H", "H", "H", "H", "H"],
  "positions_angstrom": [[-2.39355, -2.66625, -0.68282], [-1.62088, -1.73484, -0.21562], [-1.80715, -0.35801, -0.83957], [-1.42644, 0.68509, 0.06543], [-2.06819, 1.89764, -0.12282], [-2.26354, 2.73774, 0.88405], [-1.00553, -2.01308, 1.07783], [-2.85482, -0.21225, -1.13082], [-1.17177, -0.28944, -1.73539], [-2.73279, 3.69977, 0.68565], [-2.36537, 2.09677, -1.15465], [-1.96335, 2.49580, 1.90483], [0.52460, -0.58573, 2.05470], [0.86070, -1.74741, 1.46457], [1.77069, -1.58080, 0.40015], [1.39845, -0.55289, -0.46032], [2.43538, 0.19379, -1.11929], [1.83907, 1.56406, -1.43171], [1.29845, 2.15278, -0.29658], [0.43434, 0.81018, 0.71112], [0.63262, -2.83049, 1.52352], [2.42029, -2.36043, 0.00070], [2.75571, -0.34242, -2.02492], [3.28733, 0.28226, -0.42720], [1.07404, 1.43160, -2.22750], [2.64904, 2.17366, -1.87792], [-0.55949, -2.03692, -0.41154]],
  "mol_weight_g_mol": 254.577,
  "orbital_gap_ev": [8.236, 6.229],
  "multiplicity": 2,
  "largest_force_ev_per_a": 5.46,
  "homo_ev": [-7.754, -7.742],
  "s2": 0.766
}



{
  "formula": "C14H20Br4N3O3V",
  "method": "ωB97M-V/def2-TZVPD",
  "symbols": ["O", "V", "O", "Br", "N", "C", "C", "C", "C", "H", "H", "H", "H", "H", "N", "C", "C", "C", "C", "H", "H", "H", "H", "H", "N", "C", "C", "C", "C", "H", "H", "H", "H", "H", "C", "O", "H", "H", "H", "H", "C", "Br", "Br", "Br", "H"],
  "positions_angstrom": [[4.13445, 9.39647, 9.11403], [3.45589, 10.83608, 9.03400], [2.89475, 11.06250, 7.61303], [4.80850, 12.60755, 9.84892], [3.24410, 13.55652, 12.71886], [3.35535, 14.84654, 12.25009], [2.20797, 15.48912, 12.60031], [1.34527, 14.58553, 13.25835], [2.08239, 13.43205, 13.40357], [4.01004, 12.88005, 12.78485], [4.16326, 15.13785, 11.66413], [1.98540, 16.44303, 12.14208], [0.33200, 14.85587, 13.63783], [1.71247, 12.57191, 13.94895], [6.11095, 8.94103, 11.83439], [6.01569, 7.69120, 12.50336], [6.81699, 7.72985, 13.54291], [7.65098, 8.89941, 13.42594], [7.15828, 9.63535, 12.39477], [5.72387, 9.19368, 10.97028], [5.35371, 6.92857, 12.12349], [7.13865, 6.89201, 14.16815], [8.55211, 9.11264, 14.04451], [7.34270, 10.66138, 12.07084], [-0.80572, 13.57907, 10.85241], [-1.21692, 13.27286, 9.60423], [-2.53106, 13.00851, 9.65982], [-2.97900, 13.08372, 10.96833], [-1.89962, 13.34581, 11.71017], [0.15557, 13.64869, 11.18624], [-0.51951, 13.33859, 8.76453], [-3.25851, 12.94817, 8.81209], [-3.91001, 12.73341, 11.31668], [-1.82685, 13.24935, 12.87911], [3.35216, 10.47666, 13.98404], [4.00988, 10.12133, 12.78924], [2.36465, 10.97413, 13.82005], [3.17068, 9.69095, 14.71651], [3.93030, 11.28333, 14.52320], [4.44245, 9.26867, 12.81136], [-0.23785, 10.11699, 9.66284], [1.42808, 10.81213, 10.48794], [-1.28660, 9.49092, 11.07500], [0.34347, 8.58722, 8.48619], [-0.68172, 10.96222, 9.23085]],
  "mol_weight_g_mol": 648.892,
  "orbital_gap_ev": 7.108,
  "largest_force_ev_per_a": 4.15,
  "homo_ev": -8.634,
  "relative_energy_kj_mol": 0.0
}